# C43H54F5N6OPPtSTe

A structure of composition C43H54F5N6OPPtSTe in a non-equilibrium geometry (wB97M-V/def2-TZVPD, OMol25).

Last column: Mulliken spin population.
Atoms and positions in Å:
Pt 0.17165 -1.67998 -1.26537  0.921
C 5.81929 -0.35569 0.34054  0.000
C 5.69020 -0.15894 1.82194  0.001
C 6.78057 -0.95085 2.55480  0.000
C 5.73978 1.35444 2.15650  0.000
C 4.35408 -0.75915 2.33325  -0.004
C 4.07512 -0.82848 3.71427  0.002
C 2.90116 -1.37532 4.18356  -0.002
C 1.92345 -1.79543 3.26714  -0.004
S 0.39994 -2.57950 3.57465  0.009
C 0.18292 -2.71838 1.81966  0.028
N 1.18591 -2.23699 1.10651  0.089
C 2.18700 -1.73341 1.92388  0.044
C 3.39659 -1.23736 1.48889  -0.026
C -0.90082 -3.38268 1.10994  -0.056
C -1.75091 -4.22654 1.82626  0.001
C -2.70574 -5.00897 1.18749  -0.004
C -2.74523 -4.95736 -0.19866  0.005
C -1.92676 -4.05670 -0.92118  -0.035
C -0.98294 -3.21123 -0.28931  0.224
H 6.76422 0.05564 0.01799  0.000
H 5.05124 0.21899 -0.21483  0.000
H 5.78567 -1.40046 0.04847  0.000
H 7.74333 -0.52587 2.33118  0.000
H 6.74617 -1.95187 2.20639  0.000
H 6.58338 -0.87357 3.63065  0.000
H 6.67851 1.72865 1.91999  0.000
H 5.61456 1.44515 3.24646  0.000
H 4.92617 1.87585 1.69516  0.000
H 4.81270 -0.61253 4.45897  0.000
H 2.79619 -1.47283 5.26419  0.000
H 3.54890 -1.26209 0.41079  -0.012
H -1.66806 -4.28398 2.91549  0.001
H -3.34042 -5.62749 1.79689  0.000
H -3.51788 -5.51657 -0.72881  0.000
H -1.89938 -4.11424 -1.99928  -0.009
C -2.76507 -1.61699 -4.72499  0.011
C -2.13989 -0.77396 -5.64765  -0.009
C -0.90381 -0.23650 -5.35566  0.010
C -0.35727 -0.52424 -4.06840  0.004
N -0.98124 -1.32587 -3.19410  0.188
C -2.14298 -1.86287 -3.50919  -0.019
C 0.84066 0.14351 -3.55803  -0.111
C 1.51659 1.09519 -4.26724  0.005
C 2.53654 1.83105 -3.67652  -0.002
C 2.82441 1.66238 -2.35347  0.000
C 2.20820 0.66236 -1.60399  -0.115
C 1.24529 -0.11558 -2.22743  0.253
H -3.72132 -2.07561 -4.95220  0.002
H -2.55938 -0.57950 -6.61743  -0.001
H -0.47025 0.46754 -5.99734  0.001
H -2.68679 -2.41908 -2.76702  0.005
H 1.29599 1.30102 -5.29306  0.000
H 3.14231 2.51985 -4.23086  0.000
H 3.59846 2.24554 -1.86376  -0.001
H 2.43513 0.49448 -0.54788  -0.007
F 4.71161 -4.88648 -3.91219  0.015
Te 3.23763 -3.80993 -3.18211  0.222
F 4.74070 -2.75462 -2.49918  0.040
F 3.19489 -2.33982 -4.44685  0.060
F 3.64611 -5.05972 -1.80630  0.070
F 2.22353 -4.96778 -4.56468  0.097
O 1.17086 -3.14716 -1.86036  1.182
N -0.92880 -0.13742 -0.48311  0.854
P -1.74625 1.02654 0.34733  -0.101
N -0.76139 1.85574 1.34328  0.002
C -1.27785 3.02179 2.05967  -0.001
C -0.25140 4.13439 2.24047  0.000
C 1.08601 3.57836 2.78187  -0.001
C 1.58012 2.47551 1.84540  -0.006
C 0.54351 1.34899 1.76168  0.033
N -2.53103 2.12042 -0.56532  0.011
C -1.78862 2.73217 -1.69656  0.013
C -2.76972 3.08107 -2.79746  0.005
C -3.84308 4.14117 -2.39253  0.000
C -4.18660 3.98871 -0.88803  0.001
C -3.95986 2.53049 -0.42873  0.002
N -2.89312 0.24999 1.21198  0.126
C -2.70203 -0.12234 2.60306  -0.001
C -3.75843 -1.13181 3.06648  0.003
C -5.15908 -0.61035 2.67203  0.000
C -5.25019 -0.26960 1.17752  0.000
C -3.89003 -0.48727 0.50545  -0.004
H -1.62943 2.69546 3.08654  0.002
H -2.15890 3.39084 1.51828  0.000
H -0.68502 4.89832 2.95317  0.000
H -0.01065 4.67030 1.29312  0.000
H 1.01519 3.10154 3.74897  0.000
H 1.81717 4.41685 2.90564  0.000
H 2.51368 2.02190 2.19842  -0.001
H 1.80008 2.87827 0.84475  0.003
H 0.44846 0.90849 2.76356  0.001
H 0.76132 0.54043 1.02660  -0.011
H -0.95920 2.06361 -2.08103  -0.010
H -1.21982 3.57838 -1.33692  0.008
H -3.30123 2.18565 -3.14528  -0.001
H -2.16577 3.43405 -3.62919  0.000
H -4.74182 3.96235 -2.98823  0.000
H -3.53355 5.14582 -2.64198  0.000
H -5.24666 4.15114 -0.66592  0.000
H -3.55430 4.57707 -0.25881  0.000
H -4.58004 1.86361 -0.99732  0.001
H -4.20004 2.44204 0.63167  0.001
H -2.64648 0.74317 3.25171  0.001
H -1.74067 -0.55126 2.68498  -0.005
H -3.68945 -1.34066 4.14616  0.000
H -3.56259 -2.07876 2.52978  0.000
H -5.48162 0.23275 3.31704  -0.001
H -5.84902 -1.45946 2.86671  0.000
H -5.50051 0.78543 1.02197  0.000
H -6.00684 -0.89493 0.71518  0.002
H -3.97930 -0.04867 -0.51512  -0.004
H -3.68661 -1.55176 0.38450  0.005

Atoms 1-2, force components in eV/Å:
Pt -0.6 0.8 0.9
C -0.3 0.6 -0.7

Values from the calculation:
Expectation value of S² = 6.029
Kohn-Sham gap (alpha / beta) = 8.05 / 6.01 eV
HOMO (alpha / beta) = -8.2 / -8.2 eV
F_max = 2.951 eV/A
Multiplicity = 5
Molar mass = 1151.65 g mol⁻¹